## P
This record from the OMol25 dataset describes C3H3NO2 in the gas phase. The level of theory is the ωB97M-V functional and the def2-TZVPD basis.

Structure (XYZ):
```
9
Properties=species:S:1:pos:R:3:lowdin_charge:R:1
O 2.54704 0.00729 0.00291 -0.073
C 0.60688 -1.33470 0.00032 -0.087
H -1.77901 0.71032 0.01303 0.104
H 0.45599 1.89286 0.01038 0.137
O -0.65152 -1.12008 0.00525 0.071
C 0.35326 0.81079 0.01281 0.012
H 1.15950 -2.21862 -0.15035 0.149
C -0.87728 0.21224 -0.01735 -0.051
N 1.32301 -0.17640 0.00333 -0.262
```

Its LUMO energy is 0.8 eV. The HOMO energy is -8.403 eV. The SMILES is [O-][n+]1ccoc1. As for the HOMO-LUMO gap: 9.2 eV. The total charge is 0.

=====

## Q
This record from the OMol25 dataset describes C3H3NO2 in the gas phase. The level of theory is the ωB97M-V functional and the def2-TZVPD basis.

Structure (XYZ):
```
9
Properties=species:S:1:pos:R:3:lowdin_charge:R:1
C 2.04728 -0.16501 0.00856 -0.079
H -1.27524 -1.27176 0.79152 0.097
O -0.19168 0.25089 -0.05501 -0.016
C 0.95163 0.71533 -0.46441 -0.520
H -1.98918 0.36880 0.86917 0.100
C -1.43971 -0.33923 0.24525 -0.009
N 2.83497 -0.90431 0.42015 0.173
H -1.99780 -0.53028 -0.67386 0.100
O 1.14902 1.72462 -1.07998 0.152
```

Its LUMO energy is 0.4 eV. The HOMO energy is -11.508 eV. The SMILES is COC(=O)C#N. As for the HOMO-LUMO gap: 11.9 eV. The total charge is 0.

=====

Q is the most stable structure; the next one sits 136.7 kJ/mol above it.

=====

## P
This record from the OMol25 dataset describes CH3NO4 as an isolated structure. The level of theory is the ωB97M-V functional and the def2-TZVPD basis.

Structure (XYZ):
```
9
Properties=species:S:1:pos:R:3:lowdin_charge:R:1
O 1.11195 -1.60925 -0.90433 0.052
C 0.08934 0.64115 0.08285 -0.372
H -1.65677 0.86380 0.75392 0.162
O 0.51078 0.30003 1.31445 0.107
O -1.10906 1.14383 -0.02557 0.097
H 0.68047 1.24486 -0.69510 0.185
N 0.11639 -0.98259 -0.79392 -0.368
H 1.23355 -0.26850 1.40636 0.091
O -0.97666 -1.33333 -1.13866 0.047
```

Its LUMO energy is 0.5 eV. The HOMO energy is -9.680 eV. As for the HOMO-LUMO gap: 10.2 eV. The total charge is 0.

=====

## Q
This record from the OMol25 dataset describes CH3NO4 in the gas phase. The level of theory is the ωB97M-V functional and the def2-TZVPD basis.

Structure (XYZ):
```
9
Properties=species:S:1:pos:R:3:lowdin_charge:R:1
H 0.91656 -1.32022 -0.32068 0.127
O 2.33666 -0.00168 -0.08348 0.002
C 0.02661 0.32983 0.38771 -0.398
H 2.12765 0.99518 -0.12410 0.143
O -1.20829 -0.61752 0.22360 -0.095
N 1.07595 -0.50594 0.18049 0.011
O -0.01385 1.51780 0.53658 0.141
O -2.36771 0.09653 -0.14564 -0.011
H -2.89357 -0.49397 -0.65447 0.080
```

Its LUMO energy is 0.6 eV. The HOMO energy is -9.943 eV. The SMILES is O=C(NO)OO. As for the HOMO-LUMO gap: 10.6 eV. The total charge is 0.

=====

P is the most stable structure; the next one sits 109.2 kJ/mol above it.

=====

## P
This record from the OMol25 dataset describes CH3NO4 in the gas phase. The level of theory is the ωB97M-V functional and the def2-TZVPD basis.

Structure (XYZ):
```
9
Properties=species:S:1:pos:R:3:lowdin_charge:R:1
C 0.59101 0.18014 0.34983 -0.513
O 1.60037 0.22053 -0.25089 0.185
O -1.57132 -0.43390 0.34961 -0.102
O -0.32136 -0.71204 -1.57976 -0.049
N -0.70365 0.23007 -0.37736 -0.131
H -1.07743 0.74015 -1.11025 0.152
H 0.59071 -1.05929 -1.33506 0.092
O 0.15330 0.29698 1.56879 0.149
H 0.73837 0.53735 2.38509 0.218
```

Its LUMO energy is 0.0 eV. The HOMO energy is -9.433 eV. The SMILES is O=C(O)[N@H+]([O-])O. As for the HOMO-LUMO gap: 9.4 eV. The total charge is 0.

=====

## Q
This record from the OMol25 dataset describes CH3NO4 as an isolated structure. The level of theory is the ωB97M-V functional and the def2-TZVPD basis.

Structure (XYZ):
```
9
Properties=species:S:1:pos:R:3:lowdin_charge:R:1
O -1.16081 0.87474 -0.17158 -0.059
H 0.71314 0.85479 -0.06195 0.077
O -1.79411 3.78735 1.88614 0.142
C -0.01394 0.07000 -0.11852 -0.115
O -2.79185 3.01184 0.09917 0.168
O -1.12264 2.02859 1.09260 0.065
N -2.00445 3.06254 0.96135 -0.484
H 0.10331 -0.61872 0.70018 0.079
H 0.25521 -0.49760 -1.05551 0.126
```

Its LUMO energy (alpha / beta) is -1.6 / -1.6 eV. The HOMO energy (alpha / beta) is -11.285 / -11.288 eV. As for the HOMO-LUMO gap (alpha / beta): 9.7 / 9.7 eV. The total charge is 0.

=====

## R
This record from the OMol25 dataset describes a 2-piece molecular cluster, CH3NO4 overall. The level of theory is the ωB97M-V functional and the def2-TZVPD basis.

Structure (XYZ):
```
9
Properties=species:S:1:pos:R:3:lowdin_charge:R:1
H -2.13460 0.52290 0.00281 0.106
O 1.32748 -1.28964 1.16327 0.038
O 2.25675 -1.36749 0.39716 -0.062
O -0.57467 2.06875 -1.28224 0.015
H -0.76329 0.15599 1.21163 0.089
N -0.20021 1.26734 -0.48052 -0.147
C -1.02900 0.32818 0.15084 -0.123
O 1.86951 -1.13264 -0.80133 0.026
H -0.75197 -0.55339 -0.36162 0.058
```

Its LUMO energy (alpha / beta) is -2.7 / -2.7 eV. The HOMO energy (alpha / beta) is -8.774 / -8.773 eV. As for the HOMO-LUMO gap (alpha / beta): 6.1 / 6.1 eV. The total charge is 0.

=====

P is the most stable structure; the next one sits 250.8 kJ/mol above it.